The following is a quantum chemistry calculation of a 2-piece molecular cluster, C4H9NO2 overall, from the OMol25 dataset.

Last columns: bonded neighbours and bond lengths (Å).
Atoms and positions in Å:
1 H 2.5709 -0.7919 2.1724  C15 1.094
2 H 1.5260 -2.1705 2.6241  C15 1.098
3 O -0.1005 0.6852 -0.7797  H10 0.996, C14 1.321
4 C -0.4723 -0.7399 2.1984  H11 1.098, H12 1.089, N13 1.266
5 O -2.0347 0.9972 -1.6853  C6 1.437, C14 1.322
6 C -1.2938 1.4427 -2.8332  O5 1.437, H8 1.092, H9 1.092, H16 1.090
7 H 2.0636 -1.9405 0.9361  C15 1.094
8 H -0.5908 0.6743 -3.1614  C6 1.092
9 H -0.7410 2.3547 -2.5967  C6 1.092
10 H 0.3119 0.3237 0.0514  O3 0.996
11 H -0.5619 -1.4578 3.0240  C4 1.098
12 H -1.3401 -0.1443 1.9174  C4 1.089
13 N 0.5950 -0.5983 1.5317  C4 1.266, C15 1.448
14 C -1.4052 0.5940 -0.5949  O3 1.321, O5 1.322
15 C 1.7410 -1.4258 1.8462  H1 1.094, H2 1.098, H7 1.094, N13 1.448
16 H -2.0376 1.6370 -3.6059  C6 1.090

Summary:
**2S+1**: 1
**HOMO**: -8.610 eV
**Orbital gap**: 9.6 eV
**Energy above the lowest of the compared OMol25 structures with the same formula, charge and spin**: 348.6 kJ/mol



The following is a quantum chemistry calculation of one molecule with the formula C4H10O, from the OMol25 dataset.

Last columns: bonded neighbours and bond lengths (Å).
Atoms and positions in Å:
1 H 1.8664 0.7449 1.0033  C3 1.128
2 C 0.2345 -0.4220 0.1371  C3 1.580, C8 1.517, C9 1.524, H15 1.100
3 C 0.8093 0.4833 1.2974  H1 1.128, C2 1.580, H7 1.145, H10 1.095
4 H -1.7349 -1.3893 -0.2986  C9 1.096
5 H -1.7887 0.0372 0.7236  C9 1.113
6 O -0.0022 -0.3013 -2.2074  C8 1.398, H14 0.945
7 H 0.2584 1.4865 1.3374  C3 1.145
8 C 0.2703 0.4807 -1.0817  C2 1.517, O6 1.398, H12 1.103, H13 1.134
9 C -1.1810 -0.8649 0.4890  C2 1.524, H4 1.096, H5 1.113, H11 1.142
10 H 0.7220 0.0004 2.2759  C3 1.095
11 H -1.2014 -1.4870 1.4459  C9 1.142
12 H 1.2987 0.8710 -1.1574  C8 1.103
13 H -0.4063 1.3877 -1.0085  C8 1.134
14 H -0.0442 0.2616 -2.9656  O6 0.945
15 H 0.8990 -1.2888 0.0096  C2 1.100

Summary:
**2S+1**: 1
**HOMO**: -10.222 eV
**SMILES**: CC(C)CO
**Orbital gap**: 11.2 eV
**Energy above the lowest of the compared OMol25 structures with the same formula, charge and spin**: 53.6 kJ/mol



Question: The highest energy above the lowest of the compared OMol25 structures with the same formula, charge and spin belongs to which entry?
Answer: C4H9NO2